Entry from OMol25: a cluster of 2 separate species, C39H42F3N9O4 in total (the ωB97M-V functional and the def2-TZVPD basis).

Properties
Kohn-Sham gap: 0.1669 Eh
ΔE to the lowest compared entry with this formula, charge and spin: 0.0 kcal per mole

```
97
Properties=species:S:1:pos:R:3:forces:R:3
C 2.289297 4.738265 -1.625160 0.2 0.0 0.0
C 1.397463 5.008598 -0.418764 0.0 -0.5 0.3
C 0.581829 6.289938 -0.583227 0.0 0.1 0.2
C 2.187234 4.993572 0.893893 0.1 -0.1 -0.5
C 3.073436 6.031676 1.168237 0.1 0.0 0.3
C 3.728952 6.101270 2.398211 0.0 -0.1 -0.2
C 3.459999 5.154140 3.384115 0.0 0.1 -0.2
C 2.551800 4.121490 3.149110 -0.1 -0.4 0.0
C 2.079434 3.244473 4.310648 -0.1 0.0 -0.4
C 1.710259 4.073543 5.545247 -0.1 0.2 -0.1
C 3.098717 2.175115 4.671099 0.2 -0.3 0.0
C 2.025985 3.976404 1.849317 -0.4 0.7 0.2
N 1.057604 2.947492 1.571968 -1.1 -0.9 0.0
N -0.226949 3.360651 1.502063 -1.1 -1.6 1.0
N -0.968618 2.230215 1.459694 2.7 1.4 0.5
C -2.383175 2.339472 1.706051 -0.6 0.6 0.0
C -3.164014 3.047530 0.781590 -0.1 -0.1 -0.5
C -2.535871 3.818257 -0.381424 0.4 -0.2 0.3
C -3.041439 5.258623 -0.461654 -0.1 0.0 0.2
C -2.685888 3.070319 -1.701563 -0.1 -0.1 -0.1
C -4.552286 3.002207 0.928105 0.0 -0.1 0.3
C -5.128854 2.328794 2.005737 0.0 -0.1 -0.1
C -4.325137 1.764822 2.995315 0.0 0.2 -0.2
C -2.934946 1.827148 2.894235 0.3 -0.1 0.1
C -2.069628 1.452715 4.101111 0.2 -0.1 -0.5
C -2.190003 -0.022566 4.466042 0.1 -0.2 0.0
C -2.391025 2.344048 5.305758 -0.1 0.2 -0.1
C -0.162266 1.104466 1.454500 -2.5 0.7 0.1
C -0.700479 -0.219385 1.282539 -0.5 -1.2 -0.3
C -0.032940 -1.363628 1.796655 0.0 0.6 -0.2
C -0.466288 -2.641721 1.476141 0.0 0.3 0.1
C -1.585224 -2.793350 0.665321 -0.3 -0.5 -0.2
C -1.991322 -4.182324 0.253459 -0.1 -0.6 -0.2
F -3.168468 -4.206846 -0.436176 0.9 0.0 0.5
F -1.041977 -4.755852 -0.555943 -0.8 0.3 0.7
F -2.144040 -5.009271 1.335049 0.2 0.5 -0.9
C -2.313983 -1.702654 0.206240 0.2 0.2 0.3
C -1.885105 -0.424495 0.528545 0.5 0.2 0.1
C 1.155071 1.533017 1.501695 3.0 0.1 -0.2
C 2.324088 0.772287 1.421278 -2.3 2.1 0.1
H 2.798568 3.775240 -1.508819 0.0 0.2 -0.1
H 1.686209 4.700775 -2.539350 0.1 0.0 0.1
H 3.048561 5.523259 -1.733163 -0.1 -0.1 -0.1
H 0.682796 4.186101 -0.344673 0.1 0.2 -0.3
H -0.071066 6.442365 0.285264 0.1 0.0 -0.2
H 1.237080 7.165503 -0.680652 -0.2 -0.1 0.0
H -0.053584 6.228081 -1.476028 0.2 0.0 0.1
H 3.237768 6.800455 0.410571 0.0 -0.2 0.3
H 4.430609 6.913187 2.594814 -0.2 -0.2 0.0
H 3.932309 5.229779 4.365000 -0.2 0.1 -0.3
H 1.167033 2.738694 3.967174 0.1 0.1 0.1
H 1.057493 4.912084 5.276630 0.1 -0.1 0.1
H 1.173748 3.447050 6.267872 0.2 0.1 -0.1
H 2.606870 4.472564 6.036252 -0.2 -0.1 0.0
H 3.247110 1.469867 3.849141 0.0 0.2 0.2
H 4.068844 2.628081 4.915148 -0.2 -0.1 0.0
H 2.752565 1.599190 5.537895 0.1 0.1 -0.1
H -1.469157 3.882248 -0.147537 -0.3 0.1 -0.3
H -2.821150 5.781682 0.476745 -0.1 0.0 -0.2
H -2.535083 5.791968 -1.275541 -0.2 -0.1 0.1
H -4.124156 5.293386 -0.635090 0.2 0.1 0.0
H -2.231695 2.074005 -1.630957 -0.1 0.1 -0.1
H -3.745969 2.949776 -1.963563 0.2 0.0 0.0
H -2.182309 3.616613 -2.508332 -0.1 -0.1 0.1
H -5.180570 3.497543 0.183695 0.2 -0.2 0.3
H -6.214908 2.270978 2.091580 0.3 0.0 0.0
H -4.774171 1.290501 3.871812 0.1 0.3 -0.3
H -1.028743 1.644718 3.811682 -0.1 0.0 0.1
H -1.918314 -0.659660 3.616306 -0.1 0.1 0.2
H -1.510614 -0.256238 5.294972 -0.2 0.0 -0.1
H -3.215067 -0.266571 4.772581 0.2 0.0 0.0
H -2.333453 3.403949 5.029583 0.0 -0.2 0.1
H -3.401570 2.140662 5.684139 0.2 0.1 0.0
H -1.674736 2.164495 6.116884 -0.1 0.0 -0.2
H 0.829784 -1.215627 2.451267 -0.3 -0.1 -0.2
H 0.068472 -3.513048 1.851062 -0.2 0.2 -0.1
H -3.200705 -1.839997 -0.403771 0.2 0.0 0.1
H -2.451786 0.436963 0.168711 0.2 -0.3 0.0
H 2.168913 -0.293116 1.389580 0.3 0.4 0.2
H 3.260205 1.310719 1.506665 0.0 -0.4 0.0
O 5.566219 -5.336328 -1.865200 -0.7 1.0 2.3
N 5.376874 -5.118215 -0.657704 1.2 -2.5 -0.2
O 5.766277 -5.894193 0.247098 -0.9 1.6 -1.4
C 4.705355 -3.900121 -0.221514 -0.4 1.2 0.5
C 4.693165 -3.504254 1.111609 -0.1 -0.7 -1.3
C 4.256187 -2.204688 1.460951 -0.7 0.5 -1.6
N 4.100928 -1.869233 2.845074 0.2 1.4 3.2
O 4.308103 -2.740345 3.711351 -0.4 1.1 -1.9
O 3.756404 -0.695935 3.136120 1.0 -2.7 -0.8
C 3.899081 -1.240619 0.501530 1.9 -1.7 -0.5
N 3.754622 -1.737682 -0.779796 0.3 -0.5 -0.2
N 3.203545 -1.100804 -1.862282 0.1 -0.8 -0.7
N 3.175011 -1.980522 -2.837722 0.5 0.4 2.2
N 3.702678 -3.172974 -2.465708 0.5 0.7 1.0
C 4.100539 -3.023593 -1.188658 -0.7 -0.1 -0.8
H 5.032962 -4.181326 1.886919 0.1 0.1 -0.1
H 4.046872 -0.176079 0.618473 -0.7 -0.3 0.0
```
Forces are in eV/Å.

Entry from OMol25: a cluster of 6 separate species, C39H42F5IO4S in total (the ωB97M-V functional and the def2-TZVPD basis).

Properties
SMILES string: CCOCC[C@H]1C[C@@H](I)[C@H](C)S(=O)(=O)O1.Fc1ccccc1.Fc1ccccc1.Fc1ccccc1.Fc1ccccc1.Fc1ccccc1
Kohn-Sham gap: 0.3449 Eh

```
92
Properties=species:S:1:pos:R:3:forces:R:3
C -1.851560 -4.682739 -6.667097 -0.9 -0.2 -0.8
C -3.168683 -3.839996 -6.746292 1.7 0.4 -0.4
O -3.274168 -3.059222 -5.556418 -1.0 -0.9 -0.3
C -4.197046 -3.579229 -4.621917 -0.6 0.7 1.3
C -3.531508 -3.893714 -3.232278 0.0 0.4 -1.1
C -2.412549 -2.845241 -3.001807 -0.7 -0.7 1.8
C -2.190037 -2.492279 -1.491023 0.4 1.0 -0.7
C -0.792101 -1.783314 -1.275798 -0.4 0.0 -0.3
I 0.718260 -3.182354 -0.559968 -0.7 0.1 -0.3
C -0.265991 -1.027528 -2.537906 -0.8 0.4 0.2
C -1.035280 0.318581 -2.780893 0.2 -0.3 0.7
S -0.275414 -2.142673 -4.005669 3.5 -1.2 -2.7
O -0.791316 -1.493207 -5.222632 0.0 -0.9 2.7
O 1.106991 -2.660865 -4.167731 -2.9 0.7 0.9
O -1.182095 -3.442547 -3.506926 0.5 2.7 -0.7
H -1.001586 -4.076120 -7.021746 -0.3 -0.2 0.5
H -1.957068 -5.526794 -7.379624 0.2 0.2 0.4
H -1.690223 -5.068168 -5.646341 0.0 0.2 -0.5
H -4.069258 -4.435823 -6.980877 0.3 0.2 0.5
H -3.038644 -3.116830 -7.578878 -0.2 -0.4 0.4
H -4.919587 -2.757954 -4.405440 0.3 -0.4 -0.2
H -4.805011 -4.425873 -4.990964 0.5 0.2 0.0
H -3.088549 -4.909589 -3.218126 -0.1 0.6 0.1
H -4.337866 -3.843660 -2.474957 0.6 0.0 -0.2
H -2.628071 -1.878574 -3.505106 0.0 -0.8 -0.2
H -2.942888 -1.702164 -1.271796 0.2 -0.7 0.1
H -2.323817 -3.348349 -0.813247 0.1 0.3 -0.3
H -0.909861 -1.020749 -0.483438 0.3 -0.5 -0.3
H 0.793857 -0.755056 -2.392757 -0.4 -0.6 -0.3
H -0.994207 0.647196 -3.831738 -0.1 -0.2 0.5
H -2.074480 0.258551 -2.405312 0.4 0.0 -0.5
H -0.525426 1.066518 -2.138783 -0.3 -0.3 -0.5
F 2.236696 0.482259 1.320557 -0.1 0.1 -0.1
C 2.890896 -0.345075 2.162080 0.3 -0.4 0.4
C 3.002357 -1.684141 1.840352 0.0 0.0 -0.3
C 3.679565 -2.533453 2.706146 0.0 0.3 0.2
C 4.226501 -2.034776 3.884049 0.0 -0.1 -0.1
C 4.101290 -0.685966 4.194845 0.0 -0.2 -0.2
C 3.433154 0.166530 3.325869 -0.1 0.3 0.0
H 2.558767 -2.049241 0.919170 0.2 0.2 0.3
H 3.780300 -3.584109 2.462523 0.0 0.0 0.0
H 4.750288 -2.698843 4.559608 0.0 0.0 0.0
H 4.522842 -0.298631 5.113440 0.0 0.0 0.0
H 3.332425 1.222174 3.546515 0.0 0.0 0.0
F 2.783479 -3.062060 6.406800 0.0 0.1 0.0
C 2.848414 -4.360919 6.744631 0.0 -0.5 0.1
C 2.495009 -4.745643 8.025525 -0.1 0.1 0.1
C 2.558328 -6.089030 8.371625 0.1 0.0 -0.3
C 2.982688 -7.028458 7.438591 0.0 0.0 0.0
C 3.338788 -6.626253 6.157061 -0.1 0.1 0.2
C 3.266933 -5.284965 5.803999 0.1 0.1 -0.2
H 2.174614 -3.998547 8.740342 0.0 0.0 0.0
H 2.277472 -6.403359 9.368481 0.0 0.0 0.0
H 3.035194 -8.074927 7.711845 0.0 0.0 0.0
H 3.672680 -7.357317 5.432017 0.0 0.0 0.0
H 3.531693 -4.954043 4.808000 0.0 0.0 0.0
F 3.216729 4.759623 6.499304 0.0 0.0 0.1
C 3.505347 5.003748 5.209503 0.1 0.1 -0.5
C 4.426904 5.986624 4.896062 0.1 0.1 0.2
C 4.727609 6.233226 3.562364 -0.2 -0.2 0.0
C 4.097179 5.503256 2.560667 0.0 0.0 -0.1
C 3.169432 4.522276 2.890178 0.1 0.2 0.1
C 2.875060 4.266636 4.223081 -0.2 -0.2 0.1
H 4.901411 6.549397 5.689736 0.0 0.0 0.0
H 5.452719 6.994335 3.304392 0.0 0.0 0.0
H 4.330198 5.700023 1.521527 0.0 0.0 0.0
H 2.675788 3.957265 2.109405 0.0 0.0 0.0
H 2.161372 3.500385 4.499276 0.0 0.0 0.0
F -6.000297 -0.340628 -4.184406 -0.1 -0.1 0.0
C -5.391710 0.859547 -4.184435 0.3 0.5 0.0
C -4.987210 1.413744 -5.385112 -0.1 -0.1 -0.2
C -4.361015 2.653290 -5.382017 0.0 0.0 0.3
C -4.137957 3.317690 -4.180720 0.0 0.0 0.0
C -4.545764 2.745873 -2.981728 0.0 0.0 -0.2
C -5.181833 1.510745 -2.981815 0.0 -0.1 0.2
H -5.161510 0.877309 -6.308937 0.0 0.0 0.0
H -4.046049 3.100744 -6.315701 0.0 0.0 0.0
H -3.645643 4.282164 -4.180446 0.0 0.0 0.0
H -4.368351 3.261556 -2.046452 0.0 0.0 0.0
H -5.514292 1.052893 -2.058442 0.0 0.0 0.0
F -2.155300 5.298980 -0.949465 -0.1 -0.1 -0.1
C -1.163082 5.941373 -0.304823 0.4 0.3 0.3
C -0.132206 6.501812 -1.037256 0.0 0.0 -0.2
C 0.888201 7.168186 -0.370922 -0.2 -0.1 0.2
C 0.870690 7.256635 1.016420 0.1 0.0 0.0
C -0.169350 6.684648 1.739620 0.1 0.0 -0.2
C -1.196837 6.026867 1.075505 -0.2 -0.1 0.1
H -0.132290 6.415276 -2.116387 0.0 0.0 0.0
H 1.696771 7.617397 -0.933078 0.0 0.0 0.0
H 1.669737 7.772615 1.534114 0.0 0.0 0.0
H -0.179726 6.750652 2.820015 0.0 0.0 0.0
H -2.019917 5.582398 1.620386 0.0 0.0 0.0
```
Forces are in eV/Å.

Entry from OMol25: a structure of composition C39H42FIrN5O7SSiTe (the ωB97M-V functional and the def2-TZVPD basis).

Properties
Net charge: +2
<S²>: 0.765
Kohn-Sham gap (alpha / beta): 0.2634 / 0.1956 Eh
ΔE to the lowest compared entry with this formula, charge and spin: 63.9 kcal per mole
2S+1: 2

```
98
Properties=species:S:1:pos:R:3:forces:R:3
Ir -0.333691 1.320459 1.600501 -0.7 -1.4 -0.9
C 0.909353 0.819604 7.248387 0.0 0.0 -0.1
Si 2.127796 -0.189270 6.253799 0.1 0.0 0.1
C 3.594248 0.836386 5.711484 0.0 0.0 0.0
C 2.679023 -1.705683 7.196289 0.0 0.1 -0.1
C 1.235212 -0.796508 4.685700 0.0 0.1 0.1
C 1.006940 -2.138423 4.401079 0.0 0.0 0.0
C 0.309342 -2.549680 3.266671 -0.1 -0.1 -0.1
C -0.154600 -1.609409 2.375221 0.0 0.1 0.1
N 0.067663 -0.316463 2.634059 0.7 0.3 0.2
C 0.719231 0.082769 3.740518 -0.2 0.5 -0.1
S 0.652567 1.840785 3.623466 -0.1 0.0 0.2
H 1.370239 1.177902 8.170636 0.0 0.0 0.0
H 0.038236 0.221275 7.521810 0.0 0.0 0.0
H 0.553084 1.690683 6.695460 0.0 0.0 0.0
H 4.116845 1.232464 6.584551 0.0 0.0 0.0
H 3.295418 1.683055 5.090906 0.0 0.0 0.0
H 4.305478 0.236745 5.140794 0.0 0.0 0.0
H 3.179695 -1.398483 8.116428 0.0 0.0 0.0
H 3.389296 -2.307206 6.625873 0.0 0.0 0.0
H 1.839102 -2.340891 7.483922 0.0 0.0 0.0
H 1.373059 -2.897802 5.081687 0.0 0.0 0.0
H 0.125552 -3.596926 3.075147 0.0 0.0 0.0
H -0.700934 -1.841030 1.472769 0.0 0.0 0.0
C 2.850204 -0.544609 -5.515612 0.0 0.0 0.0
C 3.110464 -1.305894 -4.227304 0.0 0.0 0.0
N 2.082005 -1.056346 -3.207518 0.1 0.1 0.1
C 2.302563 -0.089183 -2.295067 0.0 -0.1 -0.2
C 1.453896 0.248415 -1.282774 -0.2 0.0 0.0
C 1.908585 1.384781 -0.405331 -0.1 0.0 -0.3
O 2.629358 2.249151 -0.886149 0.1 -0.1 0.0
O 1.543291 1.395945 0.830005 0.3 0.1 0.1
C 0.203604 -0.443962 -1.160891 0.3 0.1 0.1
O -0.652596 -0.245573 -0.277057 -0.2 0.2 0.4
C -0.056766 -1.448961 -2.194055 0.0 0.0 0.0
C -1.272551 -2.135750 -2.183574 0.0 0.0 0.0
C -1.541255 -3.082554 -3.127372 0.0 0.0 0.0
F -2.708573 -3.751570 -3.049431 0.0 0.0 0.0
C -0.634271 -3.389008 -4.157803 0.0 0.1 0.0
C 0.567246 -2.696967 -4.174328 -0.1 0.0 0.0
C 0.879531 -1.742797 -3.194777 -0.1 0.0 0.0
N -0.907141 -4.326880 -5.176968 0.1 0.0 0.0
C 0.101879 -5.322037 -5.504805 0.1 0.0 0.0
C 0.184873 -5.439308 -7.029740 -0.1 0.0 -0.1
N -1.186233 -5.135305 -7.594091 0.0 0.0 0.0
C -2.261444 -5.664137 -6.689107 0.1 0.0 -0.1
C -2.257866 -4.838933 -5.397169 -0.1 0.0 0.0
H 3.628104 -0.766614 -6.245583 0.0 0.0 0.0
H 2.858042 0.530102 -5.334840 0.0 0.0 0.0
H 1.883876 -0.801143 -5.951357 0.0 0.0 0.0
H 4.060882 -1.008582 -3.788074 0.0 0.0 0.0
H 3.179154 -2.381876 -4.386993 0.0 0.0 0.0
H 3.236107 0.449187 -2.397265 0.0 0.0 0.0
H -1.999729 -1.925271 -1.410165 0.0 0.0 0.0
H 1.252276 -2.872517 -4.989944 0.0 0.0 0.0
H -0.137477 -6.292786 -5.055216 0.0 0.0 0.0
H 1.074343 -5.032510 -5.117526 0.0 0.0 0.0
H 0.456202 -6.438789 -7.364083 0.0 0.0 0.0
H 0.867809 -4.714884 -7.468939 0.0 0.0 0.0
H -1.277525 -5.520654 -8.534167 0.0 0.0 0.0
H -1.288768 -4.121836 -7.668343 0.0 0.0 0.0
H -2.020457 -6.713073 -6.526988 0.0 0.0 0.0
H -3.214316 -5.600403 -7.208638 0.0 0.0 0.0
H -2.626809 -5.478775 -4.591802 0.0 0.0 0.0
H -2.944348 -3.998560 -5.493071 0.0 0.0 0.0
O -1.395593 2.288028 -0.156891 0.3 0.5 0.3
C -2.522457 1.830640 -0.398817 -0.2 -0.1 0.0
C -3.389105 1.075003 0.454080 0.0 0.0 0.1
C -4.544682 0.550405 -0.147486 0.0 -0.1 0.1
C -5.466166 -0.105365 0.617984 0.1 -0.2 -0.1
C -5.319465 -0.213462 2.008628 0.0 0.0 0.0
C -4.210618 0.303528 2.621556 0.0 0.0 -0.1
C -3.185914 0.924666 1.866245 -0.1 0.3 -0.2
O -2.148981 1.392822 2.481240 0.0 -0.4 0.1
N -6.636772 -0.699115 -0.033141 -0.4 0.7 0.0
O -7.513574 -1.133831 0.681602 0.1 -0.3 0.0
O -6.693475 -0.634943 -1.247664 0.1 -0.3 0.0
H -2.915280 2.028083 -1.404846 0.0 0.0 0.0
H -4.711276 0.658890 -1.210808 0.0 0.0 0.0
H -6.092025 -0.710787 2.577786 0.0 0.0 0.0
H -4.077442 0.233588 3.691806 0.0 0.0 0.0
C -0.172257 6.138707 0.947702 0.0 -0.1 0.1
Te 0.804744 4.308680 0.519349 0.1 -0.1 0.0
C 2.138290 4.801491 2.075980 0.0 -0.1 0.0
C 1.778201 6.193115 2.529812 -0.1 0.1 -0.1
C 2.551966 6.837547 3.490082 0.0 0.0 0.0
C 2.224031 8.117538 3.900618 0.0 0.0 0.0
C 1.123136 8.764944 3.353269 0.0 0.0 0.0
C 0.347972 8.129596 2.399142 0.0 0.0 0.1
C 0.668095 6.839472 1.987787 0.1 0.0 0.0
H -1.182466 5.905870 1.290006 0.0 0.0 0.0
H -0.256316 6.695114 0.013239 0.0 0.0 0.0
H 3.149758 4.702048 1.680492 0.0 0.1 0.0
H 2.015400 4.037419 2.849247 0.0 0.0 0.0
H 3.414187 6.337218 3.912780 0.0 0.0 0.0
H 2.830322 8.615640 4.644603 0.0 0.0 0.0
H 0.872421 9.768299 3.669145 0.0 0.0 0.0
H -0.508981 8.635268 1.972222 0.0 0.0 0.0
```
Forces are in eV/Å.

So what do the calculations give for max |F|? Going down the list: 3.6; 4.6; 1.8 eV/Å.